1.
Here is a cluster of 6 separate species, CH13O6 in total at a distorted geometry from the OMol25 dataset. Energies are from ωB97M-V with the def2-TZVPD basis set.

Geometry as ORCA input:
```
! wB97M-V def2-TZVPD RIJCOSX def2/J DEFGRID3
* xyz -1 1
C -0.977 -0.972 0.207
O -0.759 0.228 0.642
H -2.052 -1.197 0.042
H -0.380 -1.109 -0.802
H -0.462 -1.555 1.138
H 3.363 -2.542 -1.545
H 4.492 -1.575 -1.644
O 4.320 -2.578 -1.892
H 1.200 2.256 -0.236
H 0.120 0.840 -0.355
O 0.965 1.478 -0.824
H -2.998 0.712 1.583
H -4.392 0.121 1.328
O -3.862 0.462 1.999
H 1.005 0.542 2.250
H -0.162 0.894 3.326
O 0.577 0.320 3.198
H -0.690 1.016 -2.666
H 0.655 1.472 -2.528
O 0.039 1.186 -3.223
*
```

Output
energy	-497.300154	Eh
Kohn-Sham gap	7.369	eV
maximum force	5.49	eV Å⁻¹

The net atomic charges from natural (NBO), expressed in e, are:
1. C -0.196
2. O -0.947
3. H 0.104
4. H 0.095
5. H 0.118
6. H 0.476
7. H 0.467
8. O -0.943
9. H 0.458
10. H 0.518
11. O -1.105
12. H 0.503
13. H 0.456
14. O -0.969
15. H 0.500
16. H 0.469
17. O -0.974
18. H 0.455
19. H 0.503
20. O -0.987

2.
Here is a cluster of 8 separate species, C29H63ClN4O15P in total at a distorted geometry from the OMol25 dataset. Energies are from ωB97M-V with the def2-TZVPD basis set.

Geometry as ORCA input:
```
! wB97M-V def2-TZVPD RIJCOSX def2/J DEFGRID3
* xyz 1 1
N -3.878 -1.048 -9.016
P -2.340 -1.283 -8.412
O -2.574 -2.676 -7.669
N -2.202 -0.088 -6.967
C -1.747 1.112 -7.209
N -1.537 1.581 -8.446
N -1.466 2.028 -6.162
Cl -2.561 1.879 -4.810
H -4.171 -0.088 -8.885
H -4.552 -1.641 -8.535
H -1.972 -2.848 -6.943
H -1.797 -0.504 -6.131
H -0.892 1.138 -9.074
H -1.964 2.430 -8.757
H -0.566 1.732 -5.783
O -0.387 -0.884 -2.912
C -1.011 -0.755 -1.885
O -0.768 -1.556 -0.864
C -1.329 -1.322 0.447
C -2.699 -1.924 0.612
C -2.124 0.268 -1.800
H -1.310 -0.255 0.674
H -0.642 -1.802 1.136
H -3.434 -1.492 -0.072
H -3.037 -1.769 1.630
H -2.663 -2.994 0.418
H -3.019 -0.171 -2.240
H -1.816 1.122 -2.392
H -2.363 0.633 -0.804
O 1.173 3.856 2.340
C 1.522 3.234 1.378
O 0.718 2.250 0.937
C 0.947 1.539 -0.280
C 1.906 0.382 -0.090
C 2.856 3.463 0.712
H 1.264 2.214 -1.076
H -0.030 1.162 -0.558
H 2.894 0.728 0.209
H 2.003 -0.186 -1.015
H 1.541 -0.282 0.692
H 3.624 2.904 1.244
H 3.091 4.519 0.774
H 2.884 3.188 -0.340
O 5.142 8.947 -1.761
C 4.394 8.924 -0.831
O 4.409 7.843 -0.022
C 3.673 7.777 1.200
C 2.250 7.317 0.971
C 3.388 10.027 -0.581
H 3.722 8.725 1.737
H 4.206 7.048 1.808
H 1.694 8.018 0.349
H 1.723 7.203 1.917
H 2.252 6.360 0.455
H 2.507 9.838 -1.191
H 3.835 10.965 -0.896
H 3.086 10.135 0.457
O 1.744 1.415 8.519
C 1.081 1.705 7.564
O 1.679 2.335 6.541
C 1.043 2.563 5.275
C 0.197 3.816 5.261
C -0.412 1.448 7.519
H 0.476 1.682 4.971
H 1.861 2.668 4.569
H -0.627 3.752 5.973
H -0.212 3.973 4.270
H 0.798 4.682 5.536
H -0.919 2.269 8.022
H -0.612 0.529 8.061
H -0.819 1.337 6.518
O 1.938 -2.339 -13.264
C 1.032 -3.061 -12.981
O 0.256 -2.719 -11.923
C -0.952 -3.392 -11.585
C -0.701 -4.611 -10.720
C 0.770 -4.360 -13.708
H -1.534 -3.633 -12.475
H -1.523 -2.659 -11.024
H -0.114 -5.362 -11.247
H -1.644 -5.065 -10.415
H -0.141 -4.327 -9.828
H 1.408 -5.132 -13.281
H 1.042 -4.221 -14.750
H -0.264 -4.694 -13.676
O 0.951 -5.168 8.230
C 1.154 -4.351 9.082
O 0.806 -3.075 8.844
C 0.839 -2.063 9.856
C 2.204 -1.433 10.006
C 1.851 -4.704 10.377
H 0.459 -2.457 10.800
H 0.125 -1.314 9.520
H 2.949 -2.159 10.333
H 2.166 -0.625 10.734
H 2.537 -1.021 9.057
H 2.926 -4.677 10.211
H 1.564 -5.715 10.649
H 1.604 -4.051 11.210
O -1.842 -2.635 3.474
C -2.119 -3.752 3.812
O -2.310 -4.674 2.851
C -2.469 -6.067 3.139
C -3.903 -6.422 3.469
C -2.326 -4.120 5.260
H -1.776 -6.376 3.921
H -2.160 -6.574 2.227
H -4.245 -5.916 4.371
H -4.001 -7.496 3.622
H -4.561 -6.123 2.654
H -3.348 -3.868 5.539
H -1.643 -3.526 5.860
H -2.140 -5.165 5.488
*
```

Output
energy	-3291.725142	Eh
Kohn-Sham gap	6.753	eV
maximum force	1.90	eV Å⁻¹

Atomic partial charges in e from the Mulliken method, atoms 1 to 99:
1. N -0.540
2. P 0.551
3. O -0.557
4. N -0.214
5. C 0.404
6. N -0.361
7. N -0.353
8. Cl 0.003
9. H 0.294
10. H 0.271
11. H 0.327
12. H 0.295
13. H 0.269
14. H 0.230
15. H 0.382
16. O -0.655
17. C 0.683
18. O -0.327
19. C -0.004
20. C -1.165
21. C -0.791
22. H 0.164
23. H 0.397
24. H 0.384
25. H 0.255
26. H 0.272
27. H 0.420
28. H 0.103
29. H 0.378
30. O -0.549
31. C 0.639
32. O -0.361
33. C 0.206
34. C -1.016
35. C -0.608
36. H 0.314
37. H -0.302
38. H 0.404
39. H 0.359
40. H 0.240
41. H 0.315
42. H -0.087
43. H 0.307
44. O -0.552
45. C 0.706
46. O -0.386
47. C -0.514
48. C -0.817
49. C -0.883
50. H 0.425
51. H 0.321
52. H 0.316
53. H 0.367
54. H 0.190
55. H 0.239
56. H 0.312
57. H 0.307
58. O -0.565
59. C 0.740
60. O -0.374
61. C -0.257
62. C -0.947
63. C -0.640
64. H 0.319
65. H 0.195
66. H 0.338
67. H 0.321
68. H 0.282
69. H 0.252
70. H 0.071
71. H 0.298
72. O -0.545
73. C 0.701
74. O -0.370
75. C -0.101
76. C -0.959
77. C -0.893
78. H 0.366
79. H -0.042
80. H 0.345
81. H 0.341
82. H 0.273
83. H 0.252
84. H 0.308
85. H 0.316
86. O -0.579
87. C 0.775
88. O -0.355
89. C -0.212
90. C -0.932
91. C -0.973
92. H 0.323
93. H 0.073
94. H 0.354
95. H 0.338
96. H 0.257
97. H 0.260
98. H 0.310
99. H 0.331

3.
Here is a structure of composition C51H49F6N5O2P2S3Sn at a distorted geometry from the OMol25 dataset. Energies are from ωB97M-V with the def2-TZVPD basis set.

Geometry as ORCA input:
```
! wB97M-V def2-TZVPD RIJCOSX def2/J DEFGRID3
* xyz -2 1
Sn -0.184 -0.059 0.166
S -1.706 -2.648 2.378
P -0.448 -3.549 1.164
C 0.535 -2.600 0.092
P 0.314 -2.847 -1.605
S -1.177 -2.043 -2.595
C 1.893 -2.206 -2.277
C 3.054 -2.374 -1.537
C 4.256 -1.888 -2.009
C 4.304 -1.219 -3.220
C 3.149 -1.049 -3.963
C 1.947 -1.553 -3.498
C 0.564 -4.588 -2.177
C 1.545 -5.368 -1.578
C 1.776 -6.656 -2.020
C 1.025 -7.177 -3.062
C 0.044 -6.405 -3.659
C -0.181 -5.112 -3.224
C 0.890 -4.268 2.193
C 1.372 -3.439 3.201
C 2.509 -3.776 3.906
C 3.193 -4.943 3.597
C 2.721 -5.771 2.590
C 1.574 -5.442 1.894
C -1.404 -5.031 0.658
C -2.136 -5.012 -0.520
C -3.057 -6.009 -0.785
C -3.271 -7.018 0.139
C -2.547 -7.038 1.321
C -1.619 -6.049 1.583
H 2.994 -2.850 -0.570
H 5.157 -2.015 -1.422
H 5.245 -0.820 -3.578
H 3.191 -0.512 -4.903
H 1.028 -1.423 -4.054
H 2.115 -4.956 -0.757
H 2.538 -7.264 -1.549
H 1.204 -8.188 -3.408
H -0.553 -6.817 -4.464
H -0.938 -4.492 -3.688
H 0.821 -2.533 3.423
H 2.867 -3.125 4.692
H 4.094 -5.207 4.137
H 3.258 -6.678 2.339
H 1.201 -6.096 1.114
H -1.986 -4.199 -1.221
H -3.617 -5.990 -1.711
H -4.020 -7.778 -0.047
H -2.719 -7.823 2.049
H -1.072 -6.044 2.518
C 4.191 -0.480 1.660
C 4.958 0.268 0.780
C 4.336 0.898 -0.278
C 2.959 0.744 -0.466
N 2.249 0.002 0.387
C 2.829 -0.576 1.416
C 2.222 1.319 -1.593
C 2.824 2.136 -2.552
C 2.105 2.580 -3.644
C 0.780 2.197 -3.794
C 0.176 1.416 -2.821
C 0.863 0.972 -1.691
H 4.638 -0.977 2.510
H 6.032 0.356 0.915
H 4.921 1.492 -0.963
H 2.170 -1.135 2.065
H 3.857 2.451 -2.456
H 2.575 3.221 -4.385
H 0.220 2.532 -4.663
H -0.857 1.113 -2.941
N -4.660 -0.706 -0.376
N -3.410 -0.691 0.316
H -4.923 -1.659 -0.645
H -4.525 -0.172 -1.232
H -2.797 -1.451 0.006
H -3.584 -0.838 1.310
C -1.644 1.895 2.836
C -0.120 2.000 2.754
O 0.531 1.019 2.146
C 0.416 2.113 4.205
F 0.097 3.289 4.813
F -0.063 1.164 5.018
F 1.749 2.025 4.288
C 0.249 3.330 2.069
F 1.509 3.733 2.315
F -0.529 4.388 2.410
F 0.157 3.242 0.744
H -1.898 0.914 3.225
H -2.070 1.986 1.843
H -2.046 2.675 3.481
C 0.636 6.529 -1.403
C 0.137 5.879 -2.688
C -1.253 5.263 -2.516
N -1.191 4.082 -1.690
C -2.157 3.677 -0.816
S -2.607 2.103 -0.748
N -2.671 4.671 -0.006
C -3.527 4.498 1.068
O -4.047 3.450 1.373
C -3.789 5.744 1.825
C -3.915 6.998 1.227
C -4.277 8.096 1.983
C -4.497 7.966 3.348
C -4.358 6.722 3.953
C -4.023 5.620 3.197
H 1.640 6.927 -1.541
H 0.667 5.793 -0.603
H -0.018 7.350 -1.103
H 0.824 5.082 -2.980
H 0.105 6.624 -3.490
H -1.658 5.009 -3.509
H -1.934 5.989 -2.062
H -0.722 3.287 -2.117
H -2.173 5.551 -0.029
H -3.777 7.106 0.159
H -4.401 9.060 1.508
H -4.782 8.829 3.936
H -4.525 6.619 5.016
H -3.935 4.641 3.642
*
```

Output
energy	-5087.973470	Eh
Kohn-Sham gap	4.400	eV
maximum force	1.95	eV Å⁻¹

Atomic partial charges in e from the Mulliken method, atoms 1 to 99:
1. Sn 1.364
2. S -0.602
3. P 1.068
4. C -0.336
5. P 0.415
6. S -0.559
7. C 1.471
8. C -0.687
9. C -0.640
10. C -0.761
11. C -0.501
12. C -0.743
13. C 1.141
14. C -0.471
15. C -0.914
16. C -0.572
17. C -0.627
18. C -0.624
19. C -0.288
20. C -0.746
21. C -0.478
22. C -0.621
23. C -0.764
24. C -0.198
25. C 0.212
26. C 0.047
27. C -0.849
28. C -0.493
29. C -0.719
30. C -0.491
31. H 0.120
32. H 0.393
33. H 0.375
34. H 0.393
35. H 0.227
36. H 0.538
37. H 0.413
38. H 0.369
39. H 0.389
40. H 0.362
41. H 0.478
42. H 0.415
43. H 0.353
44. H 0.397
45. H 0.477
46. H 0.248
47. H 0.428
48. H 0.362
49. H 0.375
50. H 0.384
51. C -1.009
52. C -0.860
53. C -0.665
54. C 0.471
55. N 0.866
56. C -0.496
57. C 0.225
58. C -0.424
59. C -0.967
60. C -0.051
61. C -1.572
62. C 1.452
63. H 0.532
64. H 0.370
65. H 0.403
66. H 0.342
67. H 0.241
68. H 0.390
69. H 0.303
70. H -0.053
71. N -0.707
72. N 0.266
73. H 0.229
74. H 0.208
75. H -0.158
76. H 0.133
77. C -1.352
78. C 0.897
79. O -0.359
80. C 0.480
81. F -0.314
82. F -0.284
83. F -0.240
84. C 0.116
85. F -0.344
86. F -0.291
87. F 0.208
88. H 0.302
89. H 0.048
90. H 0.333
91. C -1.069
92. C -0.014
93. C -0.750
94. N 0.568
95. C -0.511
96. S 0.103
97. N 0.307
98. C 0.402
99. O -0.537